(1)
{
  "formula": "C55H36Cl7GeN5OSZr",
  "method": "ωB97M-V/def2-TZVPD",
  "symbols": ["Zr", "Ge", "Cl", "Cl", "Cl", "Cl", "Cl", "Cl", "Cl", "S", "O", "N", "N", "N", "N", "N", "C", "C", "C", "C", "C", "C", "C", "C", "C", "C", "C", "C", "C", "C", "C", "C", "C", "C", "C", "C", "C", "C", "C", "C", "C", "C", "C", "C", "C", "C", "C", "C", "C", "C", "C", "C", "C", "C", "C", "C", "C", "C", "C", "C", "C", "C", "C", "C", "C", "C", "C", "C", "C", "C", "C", "H", "H", "H", "H", "H", "H", "H", "H", "H", "H", "H", "H", "H", "H", "H", "H", "H", "H", "H", "H", "H", "H", "H", "H", "H", "H", "H", "H", "H", "H", "H", "H", "H", "H", "H", "H"],
  "positions_angstrom": [[-0.09, 0.60, 0.09], [-0.10, 3.18, 2.21], [1.62, 4.31, 3.01], [0.77, 3.07, -0.02], [3.69, -4.04, -7.42], [-2.17, 7.68, -5.94], [0.90, 1.02, 2.43], [-7.57, 3.16, 5.49], [-2.31, -8.02, 3.49], [3.17, 0.90, -1.05], [2.05, 0.42, -0.11], [-1.97, 1.77, -0.27], [0.23, -1.55, -0.45], [-0.07, 0.82, -2.11], [-1.48, -0.48, 1.49], [5.72, -0.82, 5.19], [-2.55, 0.11, 2.17], [-3.14, 3.66, -0.85], [0.24, 1.96, -4.08], [3.99, 2.28, -0.18], [0.98, -3.41, -1.58], [-0.55, 5.04, -3.43], [-3.22, 1.27, 1.81], [5.35, 0.37, 0.43], [2.29, -1.26, 4.52], [4.75, -1.14, 4.64], [-2.92, -0.71, 3.26], [-1.22, -1.62, 2.16], [-0.59, -5.95, 3.70], [-2.09, -1.79, 3.25], [-4.01, 2.20, 3.99], [0.75, -2.02, -1.67], [4.53, -0.25, -0.69], [-1.93, 6.31, -4.92], [-1.66, -6.48, 3.02], [-2.23, -5.79, 1.96], [3.08, -2.03, -4.03], [-0.39, 1.97, -2.80], [0.93, -2.55, -4.96], [1.70, -1.97, -3.95], [-1.57, 4.09, -3.27], [1.03, -1.27, -2.80], [-4.32, 1.73, 2.72], [-5.65, 1.70, 2.32], [1.54, -3.19, -6.03], [3.54, -1.53, 3.96], [0.18, -2.64, 0.35], [-2.95, 5.38, -4.78], [0.89, 0.78, -4.20], [3.70, -2.67, -5.10], [1.20, -2.23, 2.59], [-1.70, -4.57, 1.59], [-2.77, 4.28, -3.95], [5.43, 1.85, 0.07], [-6.65, 2.13, 3.17], [-3.67, 3.20, 0.32], [-2.11, 2.77, -1.23], [-1.34, 2.91, -2.40], [-2.97, 2.02, 0.66], [-5.00, 2.64, 4.85], [-0.11, -2.61, 1.83], [1.14, -1.61, 3.83], [-0.73, 6.14, -4.25], [2.92, -3.24, -6.09], [-6.32, 2.60, 4.43], [3.61, -2.18, 2.74], [-0.07, -4.72, 3.32], [2.45, -2.53, 2.06], [0.61, -3.80, -0.32], [-0.61, -4.02, 2.26], [0.68, 0.06, -2.99], [4.58, -2.41, 2.31], [-0.15, -2.50, -4.90], [2.54, -3.03, 1.11], [-4.48, 3.63, 0.89], [-3.08, -6.22, 1.43], [3.43, 2.37, 0.76], [-3.56, 3.54, -3.86], [0.95, -3.65, -6.81], [4.83, 0.25, 1.39], [0.78, -4.32, 3.87], [0.05, 6.88, -4.37], [-2.97, 2.22, 4.32], [5.88, 2.46, 0.85], [0.18, -1.36, 4.27], [-3.75, -0.52, 3.93], [0.66, -4.79, 0.11], [-3.44, 4.54, -1.41], [-2.10, -2.64, 3.92], [6.03, 1.98, -0.84], [-4.76, 3.02, 5.84], [1.43, 0.40, -5.06], [1.36, -4.04, -2.38], [6.32, -0.10, 0.52], [-2.16, -4.03, 0.76], [2.23, -0.76, 5.48], [-7.69, 2.09, 2.86], [4.78, -2.72, -5.16], [-0.15, -6.50, 4.53], [-5.90, 1.31, 1.34], [3.86, 3.19, -0.76], [0.13, 2.74, -4.83], [-3.89, 5.52, -5.31], [5.10, -0.34, -1.61], [0.38, 4.91, -2.90], [4.04, -1.20, -0.46], [3.69, -1.59, -3.25]],
  "spin_multiplicity": 2,
  "charge": 1,
  "homo_lumo_gap_ev": [5.46, 5.34],
  "s2": 0.9332
}

***

(2)
{
  "formula": "C55H39N5O6Re",
  "method": "ωB97M-V/def2-TZVPD",
  "symbols": ["Re", "O", "O", "O", "O", "O", "O", "N", "N", "N", "N", "N", "C", "C", "C", "C", "C", "C", "C", "C", "C", "C", "C", "C", "C", "C", "C", "C", "C", "C", "C", "C", "C", "C", "C", "C", "C", "C", "C", "C", "C", "C", "C", "C", "C", "C", "C", "C", "C", "C", "C", "C", "C", "C", "C", "C", "C", "C", "C", "C", "C", "C", "C", "C", "C", "C", "C", "H", "H", "H", "H", "H", "H", "H", "H", "H", "H", "H", "H", "H", "H", "H", "H", "H", "H", "H", "H", "H", "H", "H", "H", "H", "H", "H", "H", "H", "H", "H", "H", "H", "H", "H", "H", "H", "H", "H"],
  "positions_angstrom": [[0.22, 0.12, -0.47], [-2.96, 2.45, -2.04], [-5.75, -1.47, 5.04], [-1.49, -0.43, 0.68], [-4.95, 0.55, 4.26], [-1.25, 1.45, -1.05], [-1.46, -2.67, 0.54], [1.25, 0.67, -2.24], [1.51, -1.63, -0.64], [0.83, -0.14, 1.61], [0.80, 2.16, 0.14], [-0.89, -1.28, -1.76], [0.40, -4.47, 2.77], [0.94, 3.20, -0.73], [0.14, 4.31, 5.52], [0.16, 4.75, -3.70], [1.03, -1.35, 2.23], [1.23, 4.39, -2.89], [1.72, -2.63, 0.29], [2.24, -3.80, -0.34], [-3.43, -0.41, 2.57], [0.36, 0.01, 3.86], [-2.23, -0.94, -2.29], [-2.19, 0.41, -2.99], [1.32, 6.75, -4.37], [2.34, 5.22, -2.82], [0.40, 0.70, 2.61], [0.47, -5.62, 3.55], [-1.89, -1.61, 1.01], [-2.05, 3.36, 5.28], [1.91, -2.17, -1.84], [0.31, 4.16, 1.19], [1.89, 0.53, -4.45], [0.20, 5.92, -4.44], [3.09, -3.74, -6.56], [0.14, 2.06, 2.49], [0.67, 4.45, -0.08], [1.45, -2.53, 1.63], [0.40, 2.73, 1.32], [1.38, -2.72, -5.22], [2.78, -4.19, 2.97], [1.70, 1.84, -4.17], [-1.16, 4.18, 5.96], [-2.16, 1.53, -1.97], [1.64, -0.19, -3.23], [1.92, -1.53, -3.08], [1.17, 3.12, -2.10], [0.76, -1.26, 3.63], [1.56, -3.75, 2.48], [4.05, -3.33, -5.63], [0.56, 3.63, 4.38], [-4.84, -1.69, 4.04], [1.70, -6.05, 4.04], [2.35, -3.52, -1.66], [2.33, -2.31, -4.28], [2.39, 6.39, -3.55], [3.67, -2.62, -4.50], [-2.96, -1.62, 2.06], [-4.36, -0.48, 3.57], [-5.95, -0.06, 5.08], [1.76, -3.43, -6.35], [2.85, -5.33, 3.75], [-1.63, 2.68, 4.15], [-4.40, -2.89, 3.54], [1.33, 1.93, -2.78], [-3.44, -2.84, 2.53], [-0.32, 2.81, 3.69], [3.39, -4.29, -7.44], [-1.49, 4.72, 6.85], [-4.79, -3.83, 3.92], [-3.06, 0.52, 2.17], [-3.05, -3.75, 2.09], [3.80, -5.67, 4.14], [-3.06, 0.55, -3.63], [-0.54, -4.13, 2.36], [0.72, 5.41, -0.56], [-0.64, 6.19, -5.06], [-0.30, -1.55, -2.53], [2.48, -4.72, 0.18], [2.70, -4.17, -2.45], [1.01, -3.74, -7.06], [5.09, -3.57, -5.79], [-1.29, 0.47, -3.62], [3.68, -3.62, 2.75], [1.35, 7.66, -4.94], [1.59, 3.72, 4.04], [-5.83, 0.29, 6.11], [3.26, 7.03, -3.49], [-0.43, -6.17, 3.77], [-2.94, -0.93, -1.47], [-2.32, 2.05, 3.61], [0.01, 4.84, 1.97], [0.88, -2.06, 4.33], [0.33, -2.47, -5.05], [-0.71, 4.11, -3.74], [-3.07, 3.26, 5.61], [0.08, 0.47, 4.80], [3.17, 4.94, -2.18], [-2.53, -1.73, -2.98], [-0.98, -2.09, -1.12], [4.41, -2.30, -3.78], [2.21, 0.09, -5.38], [1.85, 2.69, -4.81], [1.75, -6.94, 4.65], [-6.94, 0.18, 4.69], [0.84, 4.95, 6.05]],
  "spin_multiplicity": 2,
  "homo_lumo_gap_ev": [5.42, 5.99],
  "s2": 0.7633
}

***

(3)
{
  "formula": "C55H42Cl8LuN3O4P2",
  "method": "ωB97M-V/def2-TZVPD",
  "symbols": ["Lu", "Cl", "Cl", "Cl", "Cl", "Cl", "Cl", "Cl", "Cl", "P", "P", "O", "O", "O", "O", "N", "N", "N", "C", "C", "C", "C", "C", "C", "C", "C", "C", "C", "C", "C", "C", "C", "C", "C", "C", "C", "C", "C", "C", "C", "C", "C", "C", "C", "C", "C", "C", "C", "C", "C", "C", "C", "C", "C", "C", "C", "C", "C", "C", "C", "C", "C", "C", "C", "C", "C", "C", "C", "C", "C", "C", "C", "C", "H", "H", "H", "H", "H", "H", "H", "H", "H", "H", "H", "H", "H", "H", "H", "H", "H", "H", "H", "H", "H", "H", "H", "H", "H", "H", "H", "H", "H", "H", "H", "H", "H", "H", "H", "H", "H", "H", "H", "H", "H", "H"],
  "positions_angstrom": [[-1.07, 0.61, 1.35], [-2.95, -2.90, -0.90], [3.55, 3.14, 3.96], [-4.65, 6.87, -1.60], [-6.52, 0.30, -3.24], [-1.79, -1.67, 2.19], [0.97, 4.75, 3.69], [2.90, 4.62, 1.49], [0.80, 6.56, -1.23], [1.83, -1.83, 2.21], [2.18, -5.14, 1.24], [-0.33, 0.46, -0.81], [-2.46, 2.01, 2.14], [-2.55, 0.61, -0.39], [-1.25, 3.15, 0.66], [-3.69, -0.62, -2.43], [1.04, 1.38, 2.14], [-1.93, 5.71, -0.53], [1.38, -4.71, 5.09], [0.62, -6.85, -0.33], [1.90, -3.24, 0.94], [1.97, -2.77, 3.75], [0.85, -6.97, -2.72], [-4.77, -1.48, -2.29], [-3.66, -0.68, -4.90], [-0.60, 7.00, -2.14], [-3.08, 7.10, -2.26], [-1.91, 1.54, -4.87], [-2.97, 8.02, -3.30], [-2.98, 6.04, 3.00], [5.95, -1.00, 2.31], [-1.88, 6.51, -1.68], [-2.30, 0.97, -3.61], [-3.29, 4.15, 1.32], [2.74, -2.28, 4.84], [4.63, -6.10, 0.13], [-4.49, -2.72, -1.59], [4.66, -1.49, 2.69], [-1.80, 1.73, -2.31], [-1.73, 8.46, -3.78], [-1.52, 0.88, -1.11], [6.06, 0.00, 1.30], [2.90, -3.05, 5.97], [3.71, -0.12, 0.92], [2.06, -5.26, -1.43], [-3.04, -0.26, -6.05], [4.93, 0.44, 0.65], [-6.05, -1.27, -2.69], [-2.22, 0.87, -6.04], [-1.87, 8.12, 2.29], [-5.49, -3.73, -1.35], [1.55, 2.41, 2.49], [-6.95, -2.34, -2.72], [6.77, -5.01, 0.63], [4.01, -5.28, 1.09], [2.27, -4.31, 6.04], [6.17, -4.17, 1.57], [-3.24, -0.13, -3.65], [-1.66, 7.61, 1.00], [-2.72, 5.51, 1.75], [-2.27, 3.04, 1.33], [-2.52, 7.38, 3.27], [1.20, -3.91, 3.91], [4.81, -4.43, 1.88], [1.52, -5.79, -0.29], [-2.05, 6.32, 0.73], [3.54, -1.09, 1.97], [2.27, 3.62, 2.88], [-6.59, -3.61, -2.20], [6.02, -6.03, -0.01], [1.80, -5.96, -2.63], [-0.57, 8.03, -3.11], [0.20, -7.40, -1.55], [7.81, -4.91, 0.32], [2.66, -2.84, 0.24], [-3.39, 5.42, 3.79], [-1.56, 9.16, 2.46], [0.88, -5.64, 5.25], [-3.35, -0.15, -1.58], [-1.00, 8.16, 0.31], [0.37, 8.51, -3.24], [-3.63, 4.22, 0.28], [-0.60, -8.16, -1.59], [0.52, -7.40, -3.66], [-8.02, -2.14, -2.94], [0.18, -7.12, 0.64], [6.81, -3.49, 2.13], [2.71, -4.36, -1.37], [7.05, 0.33, 1.01], [-3.92, 8.43, -3.66], [-5.26, -4.54, -0.71], [2.51, -4.92, 6.94], [2.83, 0.20, 0.38], [-2.55, 2.54, -2.08], [-0.92, 2.23, -2.69], [-2.69, 7.88, 4.26], [3.44, -2.55, 6.81], [0.39, -4.08, 3.21], [-1.65, 8.97, -4.72], [-4.13, 3.91, 2.01], [-4.38, -1.53, -4.84], [-1.84, 1.36, -6.93], [-7.26, -4.47, -2.37], [4.64, -2.14, 3.53], [4.13, -6.84, -0.43], [-1.38, 2.46, -4.90], [6.87, -1.39, 2.73], [3.19, -1.31, 4.85], [4.94, 1.24, -0.04], [4.30, -3.92, 2.73], [0.96, -3.16, 0.44], [-3.24, -0.75, -6.96], [6.62, -6.67, -0.66], [2.26, -5.59, -3.51], [-1.68, 4.74, -0.52]],
  "spin_multiplicity": 1,
  "relative_energy_kj_mol": 301.49,
  "homo_lumo_gap_ev": 5.82
}

***

(4)
{
  "formula": "C55H42ClN3O8P2S3Sn",
  "method": "ωB97M-V/def2-TZVPD",
  "symbols": ["Sn", "Cl", "S", "S", "S", "P", "P", "O", "O", "O", "O", "O", "O", "O", "O", "N", "N", "N", "C", "C", "C", "C", "C", "C", "C", "C", "C", "C", "C", "C", "C", "C", "C", "C", "C", "C", "C", "C", "C", "C", "C", "C", "C", "C", "C", "C", "C", "C", "C", "C", "C", "C", "C", "C", "C", "C", "C", "C", "C", "C", "C", "C", "C", "C", "C", "C", "C", "C", "C", "C", "C", "C", "C", "H", "H", "H", "H", "H", "H", "H", "H", "H", "H", "H", "H", "H", "H", "H", "H", "H", "H", "H", "H", "H", "H", "H", "H", "H", "H", "H", "H", "H", "H", "H", "H", "H", "H", "H", "H", "H", "H", "H", "H", "H", "H"],
  "positions_angstrom": [[-0.86, 0.29, -1.30], [4.04, 5.53, 5.83], [-2.63, -1.75, -1.29], [-1.12, 0.62, 3.25], [0.85, -2.03, 0.25], [2.26, -0.91, 1.06], [0.74, 0.09, 3.53], [2.19, -0.14, -4.29], [-1.46, 5.45, -7.62], [0.65, 5.71, -7.91], [-1.79, 1.48, -2.82], [0.40, 3.36, 0.74], [0.65, -0.36, -2.71], [1.18, 1.37, 1.24], [-3.03, 3.20, -3.54], [-0.30, 5.22, -7.33], [-4.46, -1.79, -3.45], [2.32, -2.66, -5.49], [3.20, 3.35, 2.59], [5.42, -3.45, 3.25], [-0.82, 3.03, -4.36], [1.54, 3.10, -4.89], [3.61, 1.08, -0.49], [-3.70, -1.74, -2.58], [2.46, 2.02, 7.36], [5.47, -2.07, 3.32], [1.88, 0.45, 2.16], [4.97, 0.51, -2.40], [2.34, -4.29, -3.56], [2.79, 1.15, 5.15], [3.89, 4.06, 3.57], [1.09, 1.79, 7.24], [0.03, -3.90, 3.99], [-0.03, 4.32, -6.20], [1.12, -0.57, -3.89], [1.96, -2.10, 4.86], [1.06, 2.67, 1.47], [1.79, 4.60, 4.63], [4.72, -0.83, -2.16], [0.17, -3.20, -6.44], [-1.82, -2.03, -5.81], [-1.20, -3.02, -6.55], [4.32, -3.73, -4.84], [3.17, 4.67, 4.58], [4.41, 1.47, -1.56], [4.40, -4.07, 2.54], [2.95, -3.57, -4.61], [3.91, -1.21, -1.11], [0.49, 2.65, -4.09], [-1.07, -1.25, -4.94], [0.91, -1.66, 4.05], [1.43, 0.91, 5.02], [3.16, -5.11, -2.76], [0.30, -1.43, -4.82], [0.92, -2.43, -5.57], [0.88, -4.17, -3.19], [-0.06, -2.56, 3.63], [-1.99, 2.56, -3.50], [-1.08, 3.88, -5.42], [3.46, -1.93, 2.00], [1.81, 3.29, 2.62], [5.10, -4.55, -4.06], [2.59, -5.82, -1.56], [0.58, 1.24, 6.08], [4.52, -5.25, -3.01], [1.28, 3.94, -5.96], [3.35, -0.26, -0.26], [2.04, -3.44, 5.22], [3.42, -3.31, 1.92], [1.11, 3.91, 3.64], [1.08, -4.34, 4.78], [4.49, -1.31, 2.69], [3.31, 1.70, 6.31], [2.81, -1.77, -5.45], [4.97, 4.12, 3.55], [-2.89, -1.87, -5.87], [3.70, -2.26, -0.95], [2.59, -3.78, 1.39], [-0.48, 1.07, 5.96], [4.58, 2.52, -1.74], [1.26, 5.07, 5.45], [4.53, -0.22, 2.73], [-2.10, 4.19, -5.62], [3.44, 0.92, 4.31], [1.96, -5.16, -0.96], [2.87, -3.78, 5.83], [0.42, 2.05, 8.05], [-1.56, -0.47, -4.36], [1.97, -6.67, -1.85], [0.72, -3.32, -2.52], [6.16, -4.65, -4.27], [1.16, -5.39, 5.05], [0.70, 1.99, -3.26], [5.12, -5.88, -2.37], [5.14, -1.58, -2.82], [2.54, 2.75, -4.68], [0.69, -3.97, -7.01], [-0.88, -2.21, 3.02], [6.18, -4.05, 3.73], [3.18, 1.84, 0.14], [5.56, 0.82, -3.25], [4.36, -5.15, 2.48], [2.71, -1.41, 5.21], [4.76, -3.17, -5.66], [0.03, 3.85, 3.66], [2.07, 4.30, -6.60], [-0.72, -4.60, 3.65], [0.55, -5.06, -2.65], [0.23, -4.05, -4.04], [4.37, 1.89, 6.40], [2.86, 2.47, 8.27], [-1.77, -3.64, -7.23], [3.39, -6.19, -0.92], [6.26, -1.58, 3.87], [3.75, 2.85, 1.80]],
  "spin_multiplicity": 1,
  "relative_energy_kj_mol": 31.51,
  "charge": -2,
  "homo_lumo_gap_ev": 6.63
}